w.
{
  "formula": "C52H51ClInN7O4S2",
  "method": "wB97M-V/def2-TZVPD",
  "elements": ["In", "O", "N", "O", "C", "C", "C", "C", "C", "C", "N", "C", "C", "N", "C", "C", "C", "C", "H", "H", "H", "H", "H", "H", "H", "S", "C", "N", "C", "C", "N", "C", "C", "C", "C", "C", "C", "C", "C", "S", "C", "C", "C", "C", "C", "C", "C", "H", "H", "H", "H", "H", "H", "H", "H", "H", "H", "H", "H", "H", "H", "H", "H", "H", "H", "C", "C", "C", "C", "C", "C", "C", "C", "N", "C", "C", "C", "C", "N", "C", "C", "C", "C", "C", "C", "C", "C", "H", "H", "H", "H", "H", "H", "H", "H", "H", "H", "H", "H", "H", "H", "H", "H", "H", "H", "H", "H", "H", "H", "H", "H", "Cl", "C", "C", "O", "O", "H", "H"],
  "coordinates": [[-0.335, -0.369, -0.848], [6.523, -3.458, 0.601], [5.701, -4.284, 0.280], [5.910, -5.450, 0.069], [4.311, -3.841, 0.171], [3.355, -4.771, 0.436], [1.979, -4.436, 0.354], [0.956, -5.391, 0.484], [-0.346, -4.995, 0.293], [-0.602, -3.660, -0.029], [0.334, -2.744, -0.075], [1.610, -3.091, 0.104], [2.625, -2.083, -0.056], [2.241, -0.807, -0.172], [3.145, 0.103, -0.454], [4.480, -0.209, -0.717], [4.906, -1.505, -0.567], [3.984, -2.478, -0.139], [3.640, -5.787, 0.679], [1.209, -6.420, 0.696], [-1.158, -5.697, 0.379], [-1.594, -3.311, -0.273], [2.800, 1.124, -0.515], [5.162, 0.563, -1.034], [5.931, -1.771, -0.775], [-1.524, 1.228, 1.529], [-0.385, 2.391, 2.190], [-0.161, 3.699, 2.012], [1.168, 4.120, 2.430], [1.603, 3.425, 3.729], [1.529, 1.979, 3.593], [2.347, 1.077, 4.369], [3.472, 0.444, 3.574], [4.374, 1.241, 2.881], [5.456, 0.674, 2.230], [5.647, -0.698, 2.269], [4.744, -1.498, 2.949], [3.654, -0.932, 3.590], [0.503, 1.554, 2.856], [-0.152, -0.038, 2.538], [-1.027, 4.608, 1.296], [-1.768, 5.555, 2.215], [-1.513, 6.920, 2.200], [-2.272, 7.778, 2.980], [-3.283, 7.277, 3.784], [-3.524, 5.912, 3.815], [-2.773, 5.054, 3.033], [1.160, 5.200, 2.586], [1.890, 3.874, 1.639], [0.955, 3.745, 4.552], [2.628, 3.715, 3.966], [1.704, 0.288, 4.769], [2.773, 1.637, 5.205], [4.257, 2.314, 2.874], [6.166, 1.307, 1.720], [6.497, -1.147, 1.780], [4.905, -2.564, 3.007], [2.970, -1.560, 4.143], [-1.747, 4.009, 0.733], [-0.419, 5.177, 0.588], [-0.743, 7.321, 1.556], [-2.078, 8.839, 2.951], [-3.892, 7.945, 4.374], [-4.307, 5.512, 4.440], [-2.984, 3.993, 3.035], [-3.566, -3.223, 1.390], [-4.044, -1.804, 1.343], [-4.764, -1.321, 2.424], [-5.291, -0.045, 2.421], [-5.116, 0.754, 1.305], [-4.399, 0.314, 0.202], [-4.296, 1.194, -1.008], [-3.836, -0.974, 0.231], [-3.000, -1.374, -0.818], [-3.392, -1.758, -1.966], [-4.824, -1.969, -2.338], [-2.383, -2.006, -3.034], [-2.838, -2.654, -4.299], [-1.185, -1.615, -2.875], [-0.191, -1.590, -3.847], [0.817, -2.563, -3.870], [0.695, -3.852, -3.113], [1.921, -2.367, -4.683], [2.026, -1.245, -5.483], [0.986, -0.334, -5.518], [-0.128, -0.481, -4.712], [-1.230, 0.534, -4.786], [-4.184, -3.803, 2.069], [-2.541, -3.274, 1.758], [-3.625, -3.691, 0.411], [-4.924, -1.979, 3.264], [-5.850, 0.312, 3.270], [-5.562, 1.734, 1.278], [-4.399, 2.239, -0.729], [-5.101, 0.950, -1.703], [-3.349, 1.065, -1.532], [-5.477, -1.756, -1.495], [-4.995, -2.995, -2.656], [-5.104, -1.330, -3.175], [-3.368, -3.583, -4.104], [-1.983, -2.872, -4.933], [-3.510, -2.000, -4.851], [-0.220, -3.896, -2.528], [1.549, -4.002, -2.455], [0.685, -4.683, -3.818], [2.696, -3.118, -4.691], [2.898, -1.092, -6.095], [1.055, 0.525, -6.166], [-0.814, 1.514, -5.006], [-1.803, 0.592, -3.859], [-1.916, 0.291, -5.599], [-0.821, 2.508, -1.398], [0.446, 2.926, -2.526], [1.315, 1.685, -2.942], [2.186, 1.909, -3.752], [1.061, 0.574, -2.397], [1.094, 3.669, -2.061], [-0.014, 3.352, -3.417]],
  "spin_multiplicity": 1,
  "homo_lumo_gap_ev": [6.296, 5.503],
  "homo_ev": [-12.68, -12.14],
  "charge": 2,
  "lumo_energy_ev": [-6.3877, -6.6329]
}

***

x.
{
  "formula": "C52H51ClInN7O4S2",
  "method": "wB97M-V/def2-TZVPD",
  "elements": ["In", "O", "N", "O", "C", "C", "C", "C", "C", "C", "N", "C", "C", "N", "C", "C", "C", "C", "H", "H", "H", "H", "H", "H", "H", "S", "C", "N", "C", "C", "N", "C", "C", "C", "C", "C", "C", "C", "C", "S", "C", "C", "C", "C", "C", "C", "C", "H", "H", "H", "H", "H", "H", "H", "H", "H", "H", "H", "H", "H", "H", "H", "H", "H", "H", "C", "C", "C", "C", "C", "C", "C", "C", "N", "C", "C", "C", "C", "N", "C", "C", "C", "C", "C", "C", "C", "C", "H", "H", "H", "H", "H", "H", "H", "H", "H", "H", "H", "H", "H", "H", "H", "H", "H", "H", "H", "H", "H", "H", "H", "H", "Cl", "C", "C", "O", "O", "H", "H"],
  "coordinates": [[0.079, -1.295, -0.124], [-0.062, 3.036, 6.022], [-0.521, 1.927, 6.225], [-1.020, 1.540, 7.258], [-0.415, 0.946, 5.131], [-0.100, -0.319, 5.474], [0.052, -1.326, 4.479], [0.377, -2.659, 4.797], [0.450, -3.585, 3.789], [0.206, -3.169, 2.475], [-0.052, -1.914, 2.157], [-0.132, -0.991, 3.130], [-0.447, 0.364, 2.760], [-0.586, 0.642, 1.449], [-0.932, 1.865, 1.103], [-1.176, 2.885, 2.024], [-1.011, 2.630, 3.361], [-0.618, 1.341, 3.764], [0.038, -0.572, 6.518], [0.573, -2.936, 5.825], [0.690, -4.621, 3.978], [0.261, -3.887, 1.671], [-1.064, 2.060, 0.046], [-1.495, 3.860, 1.681], [-1.176, 3.407, 4.091], [2.241, 0.127, 0.104], [1.812, 1.710, -0.269], [2.451, 2.744, 0.255], [2.068, 4.105, -0.102], [1.802, 4.168, -1.583], [0.797, 3.164, -1.930], [-0.133, 3.490, -3.014], [-1.550, 3.742, -2.531], [-1.785, 4.557, -1.428], [-3.083, 4.833, -1.024], [-4.159, 4.312, -1.727], [-3.929, 3.500, -2.829], [-2.631, 3.208, -3.220], [0.765, 1.989, -1.315], [-0.368, 0.841, -1.775], [3.602, 2.622, 1.161], [4.850, 3.175, 0.514], [5.495, 4.274, 1.067], [6.656, 4.768, 0.489], [7.167, 4.172, -0.655], [6.526, 3.072, -1.208], [5.371, 2.572, -0.628], [2.883, 4.775, 0.160], [1.174, 4.390, 0.462], [2.723, 3.988, -2.147], [1.423, 5.152, -1.848], [-0.130, 2.680, -3.747], [0.243, 4.388, -3.503], [-0.953, 5.005, -0.893], [-3.254, 5.475, -0.168], [-5.170, 4.552, -1.428], [-4.763, 3.100, -3.391], [-2.458, 2.575, -4.083], [3.740, 1.574, 1.406], [3.375, 3.174, 2.076], [5.101, 4.735, 1.966], [7.162, 5.612, 0.937], [8.069, 4.559, -1.108], [6.939, 2.593, -2.087], [4.887, 1.697, -1.050], [-3.614, 0.803, -0.138], [-3.613, -0.091, 1.071], [-4.215, 0.328, 2.250], [-4.328, -0.523, 3.337], [-3.911, -1.838, 3.224], [-3.305, -2.297, 2.060], [-3.022, -3.767, 1.897], [-3.082, -1.385, 1.021], [-2.282, -1.790, -0.091], [-2.775, -2.366, -1.111], [-4.237, -2.636, -1.263], [-1.834, -2.868, -2.166], [-2.401, -3.700, -3.271], [-0.601, -2.578, -2.064], [0.388, -3.154, -2.918], [0.843, -4.442, -2.597], [0.242, -5.220, -1.457], [1.866, -4.988, -3.357], [2.410, -4.299, -4.428], [1.915, -3.051, -4.759], [0.902, -2.458, -4.015], [0.374, -1.116, -4.454], [-3.674, 1.851, 0.148], [-4.490, 0.584, -0.756], [-2.731, 0.665, -0.764], [-4.609, 1.336, 2.305], [-4.792, -0.179, 4.253], [-4.076, -2.534, 4.037], [-2.736, -4.215, 2.847], [-2.248, -3.967, 1.158], [-3.932, -4.274, 1.565], [-4.788, -2.233, -0.417], [-4.426, -3.709, -1.325], [-4.618, -2.190, -2.183], [-3.175, -3.142, -3.801], [-2.867, -4.604, -2.873], [-1.625, -3.983, -3.976], [0.054, -4.579, -0.595], [0.920, -6.007, -1.138], [-0.699, -5.693, -1.754], [2.240, -5.971, -3.100], [3.206, -4.743, -5.010], [2.311, -2.515, -5.613], [0.300, -1.086, -5.540], [1.065, -0.329, -4.147], [-0.607, -0.902, -4.033], [4.911, -2.398, -0.020], [3.933, -3.548, 0.908], [2.439, -3.605, 0.530], [1.854, -4.650, 0.764], [1.905, -2.535, 0.029], [3.990, -3.277, 1.962], [4.369, -4.532, 0.779]],
  "spin_multiplicity": 1,
  "homo_lumo_gap_ev": 6.703,
  "homo_ev": -13.10,
  "charge": 2,
  "lumo_energy_ev": -6.3975
}

***

The most stable of them is x.

***

w.
{
  "formula": "HO3PS2",
  "method": "wB97M-V/def2-TZVPD",
  "elements": ["O", "P", "O", "S", "S", "O", "H"],
  "coordinates": [[-0.595, 0.189, 0.424], [-0.002, -0.821, 1.433], [0.214, 0.181, 2.792], [1.637, 0.835, 3.396], [2.613, 0.585, 1.575], [1.631, -0.891, 1.027], [-0.220, 0.280, -0.432]],
  "spin_multiplicity": 1,
  "homo_lumo_gap_ev": 8.032,
  "homo_ev": -8.66,
  "smiles": "Op1osso1",
  "lumo_energy_ev": -0.6325
}

***

x.
{
  "formula": "HO3PS2",
  "method": "wB97M-V/def2-TZVPD",
  "elements": ["O", "O", "O", "P", "S", "S", "H"],
  "coordinates": [[-2.030, -0.548, 0.179], [0.264, -0.014, 1.282], [2.030, 1.716, -0.394], [2.089, 0.310, -0.061], [0.481, -0.777, -1.405], [-0.525, -0.998, 0.540], [-2.309, 0.311, -0.141]],
  "spin_multiplicity": 1,
  "homo_lumo_gap_ev": 8.872,
  "homo_ev": -9.72,
  "lumo_energy_ev": -0.8453
}

***

The most stable of them is w.

***

w.
{
  "formula": "H20O10",
  "method": "wB97M-V/def2-TZVPD",
  "elements": ["O", "H", "H", "O", "H", "H", "O", "H", "H", "O", "H", "H", "O", "H", "H", "O", "H", "H", "O", "H", "H", "O", "H", "H", "O", "H", "H", "O", "H", "H"],
  "coordinates": [[1.807, -19.619, 11.322], [1.548, -20.049, 10.492], [2.763, -19.726, 11.361], [0.022, -17.367, 11.501], [0.429, -18.172, 11.139], [-0.673, -17.685, 12.084], [-3.320, -17.839, 7.826], [-2.506, -17.716, 8.328], [-3.740, -18.601, 8.237], [1.431, -18.528, 7.853], [1.949, -17.714, 7.869], [1.795, -19.029, 7.113], [-1.280, -22.913, 8.106], [-0.877, -22.076, 8.373], [-1.609, -23.292, 8.929], [-0.264, -16.388, 6.776], [0.073, -16.711, 7.618], [-0.120, -15.436, 6.800], [1.290, -21.499, 8.994], [1.293, -20.956, 8.204], [1.725, -22.320, 8.728], [-1.796, -21.237, 11.268], [-1.944, -20.748, 12.083], [-1.645, -20.558, 10.591], [-1.445, -19.426, 6.259], [-1.217, -19.916, 5.460], [-1.149, -18.516, 6.091], [-0.900, -19.607, 8.923], [-0.023, -19.182, 8.887], [-1.106, -19.838, 7.988]],
  "spin_multiplicity": 1,
  "homo_lumo_gap_ev": 10.330,
  "homo_ev": -10.71,
  "smiles": "O.O.O.O.O.O.O.O.O.O",
  "lumo_energy_ev": -0.3801
}

***

x.
{
  "formula": "H20O10",
  "method": "wB97M-V/def2-TZVPD",
  "elements": ["O", "H", "H", "O", "H", "H", "O", "H", "H", "O", "H", "H", "O", "H", "H", "O", "H", "H", "O", "H", "H", "O", "H", "H", "O", "H", "H", "O", "H", "H"],
  "coordinates": [[-0.441, 0.149, -0.149], [0.461, -0.189, -0.100], [-0.680, 0.045, -1.077], [-3.848, -3.419, -0.992], [-3.262, -4.184, -0.958], [-3.452, -2.793, -0.375], [2.163, -2.823, 0.106], [2.118, -3.259, 0.964], [2.677, -3.429, -0.439], [-0.148, 3.338, 2.126], [-0.128, 2.408, 2.378], [-0.682, 3.352, 1.324], [-3.372, -1.453, 2.484], [-4.207, -1.153, 2.108], [-3.568, -1.580, 3.419], [2.330, 1.204, -3.885], [2.542, 2.119, -4.103], [2.707, 1.080, -3.006], [-1.801, 1.568, -0.451], [-1.758, 2.436, -0.035], [-1.912, 0.959, 0.288], [-1.732, -3.027, -3.995], [-0.810, -2.866, -3.762], [-1.996, -2.230, -4.470], [3.695, 2.949, 0.838], [3.642, 3.315, 1.728], [2.786, 2.978, 0.519], [2.773, 1.326, 2.838], [3.265, 0.938, 3.570], [2.637, 2.242, 3.106]],
  "spin_multiplicity": 1,
  "homo_lumo_gap_ev": 9.911,
  "homo_ev": -9.75,
  "smiles": "O.O.O.O.O.O.O.O.O.O",
  "lumo_energy_ev": 0.1581
}

***

The most stable of them is w.